Computed, not measured: an isolated molecule of C6H6BrFO at a distorted geometry, with the ωB97M-V functional and the def2-TZVPD basis.

Its LUMO energy is 0.792 eV. The value obtained for the energy relative to the best compared isomer or geometry (same formula, charge and spin) is 0.00 kJ/mol. The highest occupied orbital energy is -8.8 eV. Its largest force on an atom is 7.86 eV/Å. As for the total charge: 0.

Structure (XYZ):
```
15
C6H6BrFO (the ωB97M-V functional and the def2-TZVPD basis)
F 1.3790 0.1636 -2.0593
C 1.1980 0.1628 -0.7485
C 1.3344 1.8967 -0.2822
Br 1.6338 1.9405 1.6812
C -0.0539 -0.4063 -0.3058
C -0.2325 -1.0235 0.9037
C -1.5781 -1.4949 0.8672
C -2.0607 -1.1420 -0.3530
O -1.1814 -0.4303 -1.0317
H 1.9894 -0.3448 -0.1119
H 2.0042 2.4557 -0.7511
H 0.2570 2.2604 -0.5419
H 0.5961 -0.9504 1.6645
H -2.2354 -1.9314 1.6899
H -3.0498 -1.1561 -0.6211
```

=====

Computed, not measured: a cluster of 2 separate species, C6H6BrN4 in total at a distorted geometry, with the ωB97M-V functional and the def2-TZVPD basis.

Its LUMO energy (spin up / spin down) is -8.481 / -8.478 eV. The value obtained for the energy relative to the best compared isomer or geometry (same formula, charge and spin) is 637.96 kJ/mol. The highest occupied orbital energy (spin up / spin down) is -13.6 / -13.5 eV. Its largest force on an atom is 6.55 eV/Å. As for the total charge: +1.

Structure (XYZ):
```
17
C6H6BrN4 (the ωB97M-V functional and the def2-TZVPD basis)
C -1.7207 -1.8156 0.7933
C -1.3859 -0.8167 1.6103
C -1.3182 -1.7143 -0.6120
C -0.6225 0.2439 1.1829
C -0.1518 0.1003 -0.1617
C 0.7920 1.2025 -0.2281
N -0.5651 -0.7668 -1.0194
N -0.1070 1.3523 1.6432
N 0.6090 1.9451 0.8471
N 1.5413 1.6056 -1.4018
Br 3.0595 -0.7966 0.0846
H -2.4038 -2.6325 1.0447
H -1.3491 -0.9007 2.7261
H -1.8299 -2.3520 -1.3502
H 2.0017 0.8321 -1.8861
H 2.3385 2.3225 -1.2053
H 1.1119 2.1911 -2.0675
```

=====

Computed, not measured: an isolated molecule of C6H6Cl3F3N2O at a distorted geometry, with the ωB97M-V functional and the def2-TZVPD basis.

Its LUMO energy is 0.004 eV. The value obtained for the energy relative to the best compared isomer or geometry (same formula, charge and spin) is 0.00 kJ/mol. The highest occupied orbital energy is -10.3 eV. Its largest force on an atom is 3.76 eV/Å. As for the total charge: 0.

Structure (XYZ):
```
21
C6H6Cl3F3N2O (the ωB97M-V functional and the def2-TZVPD basis)
H -2.8469 0.0269 -1.5531
N -1.9292 0.0940 -1.1736
C -1.8792 0.1270 0.0278
Cl -3.3137 0.0804 1.0610
C -0.5673 0.3704 0.7598
O -0.6741 0.6736 2.1558
C -0.4921 2.0035 2.5266
C 0.4350 -0.8592 0.6554
Cl -0.0749 -2.2403 1.6020
N 0.5729 -1.2632 -0.6464
C 1.5400 -0.9745 -1.3649
Cl 2.8897 0.1129 -0.9114
C 1.5311 -1.3661 -2.8034
F 2.2016 -2.5396 -2.9608
F 0.3103 -1.6088 -3.2704
F 2.1180 -0.4507 -3.5731
H 0.1375 1.1417 0.2097
H 0.5973 2.4347 2.5838
H -0.6711 1.9526 3.5849
H -1.1763 2.7272 1.9657
H 1.2913 -0.4425 1.1247
```

=====

Computed, not measured: a structure of composition C6H6ClF2O6Pd at a distorted geometry, with the ωB97M-V functional and the def2-TZVPD basis.

Its LUMO energy (spin up / spin down) is -0.115 / -4.828 eV. The spin multiplicity is 4. The highest occupied orbital energy (spin up / spin down) is -8.7 / -11.3 eV. Its largest force on an atom is 3.12 eV/Å. As for the total charge: 0.

Structure (XYZ):
```
22
C6H6ClF2O6Pd (the ωB97M-V functional and the def2-TZVPD basis)
Pd -1.4851 3.6895 -2.4423
Cl -1.1702 2.1120 -0.4061
C -1.9321 -1.7359 -0.3725
C -3.0988 -1.4922 0.5800
O -2.7074 -1.5769 1.9163
C -1.4667 -2.1623 1.9287
O -0.9858 -2.5670 2.9616
O -1.0153 -2.3562 0.5772
F -4.0282 -2.4438 0.3035
H -1.7201 -0.7422 -0.7673
H -2.2773 -2.4731 -1.0975
H -3.5684 -0.5202 0.4291
C 2.2762 0.2897 -0.5931
C 2.3553 1.2549 0.5399
O 2.8215 2.4929 0.0327
C 3.0593 2.2985 -1.2900
O 3.4852 3.1718 -1.9874
O 2.8725 1.0380 -1.7032
F 3.0880 0.7952 1.5621
H 1.2672 -0.0566 -0.8165
H 2.8584 -0.5692 -0.2591
H 1.3720 1.5528 0.9039
```

=====

Computed, not measured: a structure of composition C6H6CoLiO2 at a distorted geometry, with the ωB97M-V functional and the def2-TZVPD basis.

Its LUMO energy (spin up / spin down) is -13.888 / -15.046 eV. The spin multiplicity is 4. The value obtained for the energy relative to the best compared isomer or geometry (same formula, charge and spin) is 58.19 kJ/mol. The highest occupied orbital energy (spin up / spin down) is -22.3 / -22.2 eV. Its largest force on an atom is 5.95 eV/Å. As for the total charge: +3.

Structure (XYZ):
```
16
C6H6CoLiO2 (the ωB97M-V functional and the def2-TZVPD basis)
C -0.9337 -1.5044 -1.4142
C 0.0905 -1.3431 -0.5513
C 0.0769 -0.7973 0.8481
H -0.7423 -2.0072 -2.3668
H -1.9732 -1.2907 -1.1455
H 1.1065 -1.6027 -0.8649
H 0.3931 -1.5924 1.5475
C -1.2006 -0.3670 1.3398
O -2.1994 -0.0687 1.7519
O 0.3013 1.7522 -0.7517
C 1.1223 1.4948 0.2366
C 1.1353 0.4898 1.1104
Co 0.1235 0.6040 -2.2222
Li -0.5839 3.4955 -0.5821
H 1.8076 2.1605 0.9256
H 1.4760 0.5766 2.1387
```

=====

Computed, not measured: a cluster of 2 separate species, C6H6F2O in total at a distorted geometry, with the ωB97M-V functional and the def2-TZVPD basis.

Its LUMO energy is 0.873 eV. The value obtained for the energy relative to the best compared isomer or geometry (same formula, charge and spin) is 95.44 kJ/mol. The highest occupied orbital energy is -9.3 eV. Its largest force on an atom is 3.40 eV/Å. As for the total charge: 0.

Structure (XYZ):
```
15
C6H6F2O (the ωB97M-V functional and the def2-TZVPD basis)
F -0.8131 -0.0051 2.2279
C -0.2874 0.3421 1.0626
C 1.0778 0.6254 0.9372
C 1.6744 0.7513 -0.3203
C 0.8475 0.6137 -1.4244
C -0.5159 0.4510 -1.3582
C -1.1428 0.2595 -0.0812
F -2.4615 0.0671 0.0503
H 1.6762 0.7447 1.8500
H 2.7518 0.8828 -0.4865
H 1.2221 0.6959 -2.4532
H -1.1263 0.4133 -2.2702
O -0.7077 -2.1464 0.9870
H -1.2628 -1.3722 1.2335
H -0.9324 -2.3230 0.0454
```

=====

> The highest total charge belongs to which entry?

C6H6CoLiO2